1.
6 unconnected molecules or ions with the total composition H12O6, computed with wB97M-V/def2-TZVPD.

Each line ends with the Löwdin charge.
Element x y z (Å)
O 1.72115 -25.28069 -33.00027  -0.0533
H 2.61297 -25.62748 -32.97541  0.0278
H 1.59405 -24.88339 -32.13874  0.0242
O 4.10037 -16.70498 -28.79002  -0.0539
H 4.28863 -16.19085 -29.57518  0.0280
H 3.79134 -17.54742 -29.12320  0.0253
O 3.19237 -23.07890 -29.05695  -0.0555
H 3.81397 -23.52699 -28.48331  0.0293
H 2.41655 -22.94537 -28.51242  0.0293
O 7.43879 -21.49102 -37.01490  -0.0544
H 7.13553 -21.23093 -37.88474  0.0277
H 7.38396 -20.69085 -36.49245  0.0267
O 2.44397 -19.87535 -32.32993  -0.0532
H 3.09982 -19.85526 -33.02684  0.0285
H 2.73079 -20.58139 -31.75073  0.0236
O -0.69012 -18.37471 -37.26202  -0.0541
H -0.31895 -19.25439 -37.33012  0.0276
H -0.89020 -18.12808 -38.16500  0.0266

Forces on the atoms, in the same order (eV/Å):
O -0.1552 -0.0259 -0.1880
H 0.2224 -0.0944 -0.0273
H -0.0525 0.1349 0.2283
O 0.0592 0.0656 0.2416
H 0.0388 0.1561 -0.1795
H -0.1121 -0.2297 -0.0767
O 0.0014 0.0574 -0.2837
H 0.2056 -0.1085 0.1167
H -0.2285 0.0647 0.1259
O 0.0584 -0.2014 0.0788
H -0.0688 0.0200 -0.2431
H 0.0119 0.1839 0.1645
O -0.1529 0.1983 0.0606
H 0.1273 0.0170 -0.2065
H 0.0459 -0.2378 0.1885
O -0.0189 0.1342 0.1690
H 0.0915 -0.2370 0.0458
H -0.0736 0.1028 -0.2150

Values from the calculation:
**Net charge**: 0
**LUMO energy**: 0.377 eV
**SMILES string**: O.O.O.O.O.O
**ΔE to the lowest compared entry with this formula, charge and spin**: 42.3 kcal/mol
**Kohn-Sham gap**: 11.866 eV
**E_HOMO**: -0.422 Eh

2.
A molecular structure, C5H6N2O at a distorted geometry, computed with wB97M-V/def2-TZVPD.

Each line ends with the Löwdin charge.
Element x y z (Å)
C -0.63774 0.32057 -0.57487  -0.4788
C -1.94934 0.65539 -0.12320  -0.0009
C -1.91852 0.60865 1.33586  -0.1068
C 1.51123 -0.18547 0.33152  -0.0423
C 1.91994 -1.23971 -0.57565  0.0324
H 0.88254 -0.41516 -1.10539  0.1294
H -2.83246 0.82818 -0.61376  0.0542
H -2.60707 0.97568 2.03539  0.0778
H 2.27933 0.38612 0.89584  0.1376
H 3.02195 -1.10050 -0.91794  0.1243
H 0.94922 -1.89454 -1.02648  0.1881
N -0.58729 0.64574 1.72171  0.0652
N 0.09868 0.16835 0.46135  -0.0959
O -0.13048 0.24670 -1.84437  -0.0844

Forces on the atoms, in the same order (eV/Å):
C -4.9467 1.4637 -5.2385
C 1.6948 -1.5359 2.5794
C 5.6082 1.9070 -3.2460
C -0.7272 -2.0210 -0.3021
C -2.4650 2.3652 1.3687
H -0.6607 1.6524 -4.0054
H -1.5490 0.2029 -1.6715
H -1.0099 0.0494 0.8195
H -0.8822 -0.1455 -0.5608
H -2.3197 -1.0240 0.3385
H 3.3861 1.1753 1.0578
N -0.9522 -2.7508 -1.1405
N 3.8689 0.3551 5.6298
O 0.9545 -1.6940 4.3712

Values from the calculation:
**Net charge**: 0
**LUMO energy**: -0.504 eV
**ΔE to the lowest compared entry with this formula, charge and spin**: 139.5 kcal/mol
**Kohn-Sham gap**: 7.485 eV
**E_HOMO**: -0.294 Eh